Entry 1:
{"formula": "C16H38O16S3V2", "method": "the ωB97M-V functional and the def2-TZVPD basis", "species": ["O", "V", "O", "V", "C", "C", "C", "O", "H", "H", "H", "H", "H", "H", "H", "C", "C", "C", "O", "H", "H", "H", "H", "H", "H", "H", "C", "O", "O", "O", "O", "S", "O", "O", "C", "C", "C", "H", "H", "H", "H", "H", "H", "H", "H", "O", "S", "O", "O", "C", "C", "C", "H", "H", "H", "H", "H", "H", "H", "H", "O", "S", "O", "O", "C", "C", "C", "H", "H", "H", "H", "H", "H", "H", "H"], "positions_angstrom": [[0.701, 9.999, 15.591], [1.659, 10.821, 14.652], [4.782, 10.052, 17.048], [4.756, 11.400, 16.170], [2.966, 8.056, 13.545], [4.129, 8.931, 13.975], [5.176, 9.078, 12.885], [3.712, 10.128, 14.579], [2.176, 7.980, 14.299], [3.268, 7.032, 13.328], [2.475, 8.475, 12.654], [4.598, 8.372, 14.803], [6.113, 9.486, 13.270], [4.770, 9.735, 12.111], [5.447, 8.090, 12.512], [6.205, 14.775, 17.212], [5.843, 13.643, 18.164], [4.489, 13.912, 18.812], [5.889, 12.413, 17.509], [6.517, 15.666, 17.768], [5.440, 14.917, 16.444], [7.101, 14.595, 16.604], [6.580, 13.643, 18.983], [4.276, 13.247, 19.647], [3.685, 13.856, 18.074], [4.486, 14.942, 19.184], [2.508, 12.853, 15.945], [1.418, 12.921, 15.256], [3.633, 13.102, 15.351], [2.638, 11.749, 16.608], [1.871, 14.253, 12.317], [2.479, 12.998, 12.050], [2.148, 11.819, 12.806], [2.205, 12.575, 10.568], [2.193, 13.585, 9.502], [0.797, 14.131, 9.337], [4.232, 13.177, 12.113], [2.542, 13.018, 8.641], [2.956, 14.326, 9.739], [0.064, 13.436, 8.940], [0.857, 14.952, 8.617], [0.476, 14.556, 10.284], [4.521, 14.120, 11.652], [4.721, 12.308, 11.690], [4.421, 13.339, 13.178], [-0.771, 11.887, 13.856], [-1.713, 12.962, 13.736], [-2.510, 13.136, 12.573], [-2.713, 12.859, 14.947], [-2.258, 12.367, 16.250], [-3.116, 11.192, 16.629], [-0.931, 14.521, 14.092], [-2.307, 13.230, 16.911], [-1.218, 12.037, 16.201], [-4.166, 11.443, 16.791], [-2.667, 10.776, 17.532], [-3.157, 10.411, 15.871], [-1.703, 15.265, 13.913], [-0.143, 14.680, 13.358], [-0.487, 14.490, 15.080], [-0.855, 8.943, 17.958], [-0.662, 9.334, 19.325], [-1.874, 9.526, 20.053], [0.164, 8.245, 20.118], [1.179, 7.456, 19.475], [1.564, 6.324, 20.383], [0.405, 10.760, 19.421], [2.054, 8.045, 19.194], [0.727, 7.043, 18.570], [0.754, 5.613, 20.560], [1.931, 6.637, 21.362], [2.357, 5.704, 19.959], [1.304, 10.610, 18.827], [0.793, 10.729, 20.444], [-0.214, 11.642, 19.315]], "molar_mass_g_mol": 684.6, "e_lumo_ev": [-1.212, -0.671], "homo_lumo_gap_ev": [7.61, 8.30], "e_tot_ha": -4918.8479, "homo_ev": [-8.8220, -8.9738], "multiplicity": 3}

---

Entry 2:
{"formula": "C4H5O2Yb", "method": "the ωB97M-V functional and the def2-TZVPD basis", "species": ["O", "C", "Yb", "H", "O", "C", "C", "C", "H", "H", "H", "H"], "positions_angstrom": [[-0.787, 1.100, -2.825], [-0.750, 0.393, -1.869], [-1.853, 2.128, -4.937], [-0.379, -1.297, -1.067], [1.618, -0.290, 2.213], [0.362, -0.574, 1.631], [0.186, 0.267, 0.413], [-0.467, -0.226, -0.724], [1.721, -0.816, 3.011], [-0.450, -0.344, 2.348], [0.272, -1.643, 1.371], [0.527, 1.303, 0.436]], "e_above_lowest_kcal_mol": 17.1, "total_charge": 2, "molar_mass_g_mol": 258.1, "e_lumo_ev": [-10.563, -10.716], "homo_lumo_gap_ev": [3.17, 4.81], "e_tot_ha": -1463.8010, "homo_ev": [-13.7289, -15.5231], "multiplicity": 2}

---

Entry 3:
{"formula": "C4H16N2O3", "method": "the ωB97M-V functional and the def2-TZVPD basis", "species": ["C", "C", "C", "N", "C", "N", "H", "H", "H", "H", "H", "H", "H", "H", "H", "H", "O", "H", "H", "O", "H", "H", "O", "H", "H"], "positions_angstrom": [[2.232, 1.849, -0.664], [1.087, 0.932, -0.285], [1.605, -0.192, 0.649], [0.579, -1.182, 0.945], [-0.369, -1.031, 1.776], [-0.754, 0.123, 2.464], [2.668, 2.336, 0.223], [3.045, 1.340, -1.225], [1.932, 2.683, -1.361], [0.250, 1.512, 0.162], [0.747, 0.426, -1.232], [2.010, 0.244, 1.585], [2.429, -0.760, 0.154], [-1.069, -1.887, 1.928], [-1.265, 0.079, 3.305], [-0.139, 0.955, 2.428], [-2.723, -0.486, -0.119], [-2.268, -0.012, 0.592], [-2.464, -0.003, -0.898], [-1.447, 0.141, -2.389], [-1.090, -0.740, -2.153], [-1.905, 0.030, -3.219], [-1.070, -2.259, -1.264], [-1.752, -1.867, -0.687], [-0.266, -2.231, -0.717]], "e_above_lowest_kcal_mol": 7.8, "smiles": "CCC/N=C\\N.O.O.O", "molar_mass_g_mol": 140.2, "e_lumo_ev": 0.657, "homo_lumo_gap_ev": 10.28, "e_tot_ha": -497.2361, "homo_ev": -9.6270}